The following is a quantum chemistry calculation of 2 unconnected molecules or ions with the total composition C4H15N2O at a distorted geometry, from OMol25.

Each line ends with the Mulliken charge.
CARTESIAN COORDINATES (ANGSTROEM)
O -1.71320 0.32675 2.61588  -0.598
N -0.93314 -0.21911 0.20233  -0.357
N 0.00909 2.31450 -0.22161  -0.447
C 1.21795 -1.17350 -0.74220  -0.766
C 0.95709 1.21578 -0.33723  -0.939
C 0.82062 -2.50249 -1.35753  -1.267
C 0.23107 0.00618 -0.89250  0.157
H -0.22333 -2.55272 -1.69863  0.349
H 1.34276 -2.78981 -2.26644  0.351
H -0.19074 0.02162 -1.90217  0.409
H -1.73423 0.29585 -0.12728  0.340
H 1.46957 -1.46433 0.30217  0.370
H 1.35759 0.93521 0.67104  0.424
H -0.99969 -1.14721 0.58813  0.301
H 0.97374 -3.33254 -0.66625  0.327
H 2.26712 -0.93838 -1.06924  0.443
H 0.22853 3.05613 0.41648  0.207
H -2.54330 0.78337 2.80406  0.294
H -0.72480 0.56757 0.90715  0.544
H 1.92127 1.45671 -0.90847  0.350
H -1.48346 -0.06844 3.46628  0.291
H -0.27430 2.55464 -1.16005  0.217

Computed properties:
HOMO energy ... -13.684 eV
Kohn-Sham gap ... 10.807 eV
LUMO ... -2.88 eV
Charge ... +1
ΔE to the lowest compared entry with this formula, charge and spin ... 1.501 eV